This record from the OMol25 dataset describes a structure of composition C23H63Be2N5O10. The level of theory is ωB97M-V/def2-TZVPD.

Positions of all 103 atoms, in Å:
Be (-3.470, 16.747, -29.090)
Be (-3.358, 20.744, -32.363)
C (-4.526, 18.321, -31.233)
O (-5.043, 17.226, -30.857)
O (-5.134, 19.295, -31.781)
O (-3.318, 18.549, -30.840)
C (-5.131, 20.230, -26.561)
C (-4.212, 19.301, -27.357)
C (-2.971, 18.868, -26.619)
O (-2.264, 17.948, -27.483)
C (-0.897, 17.795, -27.064)
N (-4.998, 18.168, -27.820)
H (-5.439, 19.768, -25.622)
H (-6.013, 20.386, -27.180)
H (-4.574, 21.144, -26.355)
H (-3.824, 19.802, -28.248)
H (-3.179, 18.370, -25.668)
H (-2.337, 19.726, -26.386)
H (-0.377, 18.752, -27.030)
H (-0.499, 17.097, -27.799)
H (-0.889, 17.321, -26.082)
H (-5.729, 18.548, -28.435)
H (-5.510, 17.903, -26.982)
C (-7.925, 15.245, -28.397)
C (-6.497, 15.189, -27.821)
C (-6.224, 14.001, -26.932)
O (-5.040, 14.228, -26.200)
C (-4.632, 13.102, -25.437)
N (-5.539, 15.272, -28.953)
H (-8.677, 14.908, -27.678)
H (-8.102, 14.486, -29.167)
H (-8.371, 16.131, -28.851)
H (-6.505, 16.077, -27.186)
H (-6.055, 13.092, -27.522)
H (-7.057, 13.822, -26.248)
H (-4.468, 12.216, -26.061)
H (-5.425, 12.790, -24.755)
H (-3.660, 13.215, -24.962)
H (-5.717, 14.332, -29.306)
H (-5.969, 15.849, -29.669)
C (-9.396, 19.978, -30.281)
C (-8.393, 20.216, -29.158)
C (-8.981, 19.815, -27.771)
O (-10.314, 20.294, -27.650)
C (-10.476, 21.642, -27.253)
N (-7.215, 19.372, -29.418)
H (-9.791, 18.979, -30.462)
H (-8.985, 20.307, -31.236)
H (-10.217, 20.664, -30.063)
H (-8.090, 21.264, -29.161)
H (-8.432, 20.069, -26.861)
H (-9.077, 18.727, -27.729)
H (-11.542, 21.867, -27.273)
H (-10.065, 22.341, -27.989)
H (-10.102, 21.878, -26.255)
H (-7.538, 18.431, -29.618)
H (-6.689, 19.641, -30.241)
C (-0.229, 17.743, -34.202)
C (-1.328, 18.793, -34.031)
C (-2.691, 18.284, -34.449)
O (-3.653, 19.354, -34.361)
C (-4.941, 18.914, -34.828)
N (-1.393, 19.355, -32.700)
H (-0.508, 16.851, -33.631)
H (0.751, 18.065, -33.854)
H (-0.160, 17.342, -35.213)
H (-0.998, 19.625, -34.657)
H (-2.983, 17.403, -33.870)
H (-2.627, 17.982, -35.496)
H (-5.295, 18.098, -34.198)
H (-5.047, 18.665, -35.884)
H (-5.564, 19.782, -34.616)
H (-1.727, 18.657, -32.037)
H (-0.521, 19.629, -32.260)
C (-2.902, 23.761, -35.693)
C (-3.423, 22.957, -34.524)
C (-4.897, 22.564, -34.677)
O (-5.250, 21.896, -33.507)
C (-6.629, 21.924, -33.151)
N (-2.616, 21.748, -34.331)
H (-1.901, 24.141, -35.489)
H (-3.567, 24.599, -35.914)
H (-2.865, 23.238, -36.652)
H (-3.341, 23.672, -33.702)
H (-5.042, 21.958, -35.575)
H (-5.416, 23.517, -34.803)
H (-6.743, 21.377, -32.218)
H (-7.206, 21.339, -33.871)
H (-6.954, 22.964, -33.184)
H (-2.676, 21.239, -35.210)
H (-1.648, 22.055, -34.413)
C (-4.739, 14.427, -32.787)
O (-5.763, 14.703, -31.893)
H (-5.035, 14.002, -33.749)
H (-4.278, 15.386, -33.055)
H (-3.973, 13.749, -32.399)
H (-5.621, 15.597, -31.559)
C (-7.991, 17.261, -32.916)
O (-7.596, 18.545, -33.289)
H (-8.157, 17.105, -31.846)
H (-8.963, 17.035, -33.361)
H (-7.306, 16.535, -33.362)
H (-6.788, 18.733, -32.793)

Summary:
DFT total energy: -53583.18555 eV
F_max: 4.6 eV/A
Spin multiplicity: 1
Net charge: +2



This record from the OMol25 dataset describes a cluster of 9 separate species, C23H63N6O6 in total. The level of theory is ωB97M-V/def2-TZVPD.

Positions of all 98 atoms, in Å:
N (-2.501, -16.553, 19.402)
H (-2.664, -16.630, 20.396)
H (-1.592, -16.927, 19.168)
H (-2.481, -15.577, 19.142)
H (-3.233, -16.960, 18.838)
N (-5.094, -14.307, 17.382)
H (-4.372, -13.928, 17.978)
H (-4.519, -14.331, 16.552)
H (-5.896, -13.706, 17.264)
H (-5.399, -15.252, 17.568)
C (-4.821, -17.306, 12.110)
N (-3.613, -18.200, 12.593)
C (-4.041, -19.684, 12.632)
C (-2.618, -17.931, 11.401)
C (-3.018, -17.734, 13.967)
C (-3.704, -18.148, 15.286)
O (-4.934, -17.575, 15.373)
H (-5.586, -17.439, 12.875)
H (-5.010, -17.782, 11.148)
H (-4.548, -16.251, 12.087)
H (-4.638, -19.832, 11.733)
H (-4.719, -19.794, 13.479)
H (-3.168, -20.304, 12.833)
H (-2.929, -18.515, 10.535)
H (-1.610, -18.266, 11.645)
H (-2.521, -16.862, 11.213)
H (-2.901, -16.654, 13.882)
H (-2.082, -18.290, 13.916)
H (-3.199, -18.017, 16.243)
H (-3.738, -19.227, 15.133)
H (-4.980, -17.318, 16.296)
C (-6.215, -15.671, 21.210)
N (-6.370, -14.341, 21.931)
C (-7.841, -13.986, 21.782)
C (-5.990, -14.357, 23.420)
C (-5.623, -13.191, 21.134)
C (-4.187, -12.865, 21.575)
O (-3.406, -13.936, 21.356)
H (-5.153, -15.883, 21.334)
H (-6.278, -15.652, 20.122)
H (-6.820, -16.465, 21.647)
H (-8.089, -13.058, 22.297)
H (-8.416, -14.786, 22.248)
H (-8.075, -14.101, 20.723)
H (-6.482, -15.028, 24.123)
H (-6.015, -13.359, 23.857)
H (-4.956, -14.689, 23.322)
H (-6.209, -12.295, 21.339)
H (-5.625, -13.299, 20.050)
H (-4.210, -12.699, 22.652)
H (-3.869, -11.921, 21.133)
H (-3.261, -13.949, 20.407)
C (-5.308, -18.872, 19.823)
C (-5.815, -18.335, 18.483)
O (-5.160, -17.119, 18.257)
H (-5.752, -19.862, 19.922)
H (-5.819, -18.302, 20.599)
H (-4.231, -18.920, 19.988)
H (-6.905, -18.350, 18.484)
H (-5.469, -18.996, 17.688)
C (-7.068, -21.176, 22.091)
O (-6.657, -21.744, 23.121)
N (-7.758, -21.878, 21.079)
C (-8.339, -21.266, 19.851)
C (-8.086, -23.290, 21.078)
H (-6.909, -20.103, 21.898)
H (-9.428, -21.283, 19.891)
H (-8.022, -21.824, 18.970)
H (-8.085, -20.217, 19.697)
H (-9.115, -23.449, 21.401)
H (-7.851, -23.917, 20.218)
H (-7.523, -23.773, 21.877)
C (-8.383, -18.751, 15.315)
C (-7.534, -19.779, 14.628)
O (-7.262, -19.589, 13.458)
C (-7.077, -20.964, 15.407)
H (-8.442, -17.902, 14.634)
H (-7.865, -18.603, 16.262)
H (-9.346, -19.257, 15.380)
H (-6.927, -20.685, 16.450)
H (-6.190, -21.369, 14.921)
H (-7.840, -21.737, 15.318)
C (-1.880, -19.960, 21.546)
C (-2.165, -18.654, 22.231)
O (-2.796, -17.691, 21.794)
C (-1.872, -18.662, 23.706)
H (-2.749, -20.598, 21.389)
H (-1.184, -20.517, 22.173)
H (-1.349, -19.736, 20.620)
H (-0.937, -19.150, 23.979)
H (-2.697, -18.986, 24.341)
H (-1.836, -17.593, 23.913)
C (-9.261, -17.080, 19.216)
C (-10.297, -18.052, 18.883)
N (-11.090, -18.826, 18.605)
H (-8.438, -17.406, 19.852)
H (-9.676, -16.096, 19.433)
H (-8.826, -16.883, 18.236)

Summary:
DFT total energy: -46068.13156 eV
F_max: 3.6 eV/A
Spin multiplicity: 1
Net charge: +3



This record from the OMol25 dataset describes a cluster of 12 separate species, C23H66Cl2N24O15SSi in total. The level of theory is ωB97M-V/def2-TZVPD.

Positions of all 132 atoms, in Å:
C (2.620, 2.130, -0.450)
C (1.829, 1.537, -1.588)
O (2.144, 1.833, -2.740)
N (0.696, 0.739, -1.316)
C (-0.197, 0.893, -2.490)
Si (1.083, -0.962, -0.984)
C (1.915, -1.662, -2.525)
C (3.105, -2.513, -2.179)
N (4.320, -2.204, -2.400)
C (2.204, -1.038, 0.515)
C (1.538, -0.484, 1.775)
C (2.463, -0.616, 3.002)
C (3.092, 0.707, 3.441)
S (2.030, 1.635, 4.521)
O (2.723, 2.768, 5.067)
O (1.488, 0.744, 5.494)
O (0.797, 2.169, 3.655)
C (-0.538, -1.790, -0.477)
Cl (-1.846, -0.721, 0.001)
C (-0.793, -3.099, -0.393)
C (-2.076, -3.730, 0.051)
Cl (0.473, -4.210, -0.827)
H (2.118, 2.030, 0.504)
H (3.602, 1.671, -0.434)
H (2.736, 3.185, -0.670)
H (-0.331, 1.958, -2.642)
H (0.200, 0.471, -3.410)
H (-1.186, 0.477, -2.340)
H (1.235, -2.156, -3.215)
H (2.325, -0.799, -3.053)
H (2.953, -3.456, -1.665)
H (4.373, -1.300, -2.876)
H (2.451, -2.081, 0.713)
H (3.158, -0.548, 0.328)
H (0.608, -1.003, 1.988)
H (1.274, 0.561, 1.651)
H (1.935, -1.052, 3.843)
H (3.292, -1.286, 2.800)
H (3.970, 0.480, 4.036)
H (3.368, 1.312, 2.579)
H (1.116, 2.381, 2.769)
H (-2.147, -3.592, 1.127)
H (-2.924, -3.295, -0.457)
H (-2.022, -4.799, -0.112)
C (-1.085, 4.721, 6.250)
O (-0.573, 5.826, 6.125)
N (-0.378, 3.563, 6.115)
N (-2.408, 4.543, 6.535)
H (-0.786, 2.651, 6.223)
H (0.599, 3.640, 5.907)
H (-2.969, 5.365, 6.647)
H (-2.819, 3.627, 6.636)
C (1.708, 5.184, -4.197)
O (2.813, 5.290, -3.673)
N (0.966, 4.054, -4.131)
N (1.140, 6.225, -4.889)
H (0.052, 3.970, -4.546)
H (1.357, 3.254, -3.642)
H (1.660, 7.079, -4.945)
H (0.243, 6.167, -5.333)
C (5.421, -1.661, 6.494)
O (4.343, -1.621, 5.922)
N (5.972, -0.569, 7.100)
N (6.157, -2.812, 6.579)
H (6.850, -0.585, 7.582)
H (5.449, 0.287, 7.085)
H (5.776, -3.632, 6.148)
H (7.040, -2.872, 7.047)
C (-1.431, -6.853, -3.592)
O (-1.030, -5.832, -4.128)
N (-1.257, -7.086, -2.253)
N (-2.073, -7.832, -4.292)
H (-1.577, -7.912, -1.785)
H (-0.789, -6.371, -1.730)
H (-2.212, -7.671, -5.286)
H (-2.392, -8.691, -3.885)
C (-2.425, 4.318, -3.188)
O (-2.206, 4.008, -4.353)
N (-1.866, 5.432, -2.615)
N (-3.226, 3.591, -2.365)
H (-2.024, 5.702, -1.664)
H (-1.267, 5.995, -3.188)
H (-3.658, 2.770, -2.740)
H (-3.412, 3.832, -1.411)
C (5.759, 4.663, -6.282)
O (6.148, 3.676, -5.683)
N (6.398, 5.119, -7.413)
N (4.675, 5.391, -5.893)
H (6.105, 5.925, -7.928)
H (7.200, 4.605, -7.724)
H (4.168, 5.098, -5.062)
H (4.358, 6.200, -6.389)
C (-6.038, -6.609, -3.205)
O (-5.553, -5.494, -3.220)
N (-5.324, -7.733, -3.522)
N (-7.349, -6.832, -2.864)
H (-5.715, -8.655, -3.508)
H (-4.358, -7.612, -3.782)
H (-7.901, -6.031, -2.626)
H (-7.771, -7.739, -2.844)
C (-6.691, 2.287, -1.301)
O (-5.488, 2.442, -1.172)
N (-7.239, 1.718, -2.415)
N (-7.584, 2.672, -0.340)
H (-8.223, 1.582, -2.541)
H (-6.611, 1.425, -3.139)
H (-7.211, 3.094, 0.488)
H (-8.575, 2.556, -0.425)
C (-1.212, -7.690, -7.916)
O (-2.006, -8.143, -7.102)
N (-0.212, -6.844, -7.546)
N (-1.279, -7.996, -9.245)
H (0.449, -6.453, -8.189)
H (-0.159, -6.589, -6.574)
H (-2.011, -8.614, -9.537)
H (-0.642, -7.636, -9.928)
C (4.535, 3.534, 8.691)
O (5.476, 2.798, 8.958)
N (4.038, 4.437, 9.593)
N (3.912, 3.510, 7.483)
H (3.267, 5.047, 9.396)
H (4.476, 4.476, 10.492)
H (4.253, 2.855, 6.810)
H (3.137, 4.092, 7.229)
C (-4.320, 1.148, 6.945)
O (-3.279, 1.765, 7.112)
N (-5.092, 1.306, 5.829)
N (-4.785, 0.254, 7.863)
H (-5.947, 0.809, 5.671)
H (-4.769, 1.954, 5.135)
H (-4.235, 0.119, 8.690)
H (-5.633, -0.267, 7.750)

Summary:
DFT total energy: -135167.17112 eV
F_max: 1.7 eV/A
Spin multiplicity: 1
Net charge: 0



This record from the OMol25 dataset describes a cluster of 10 separate species, C23H66O17 in total. The level of theory is ωB97M-V/def2-TZVPD.

Positions of all 106 atoms, in Å:
C (-3.731, 3.588, -3.857)
C (-2.697, 4.145, -2.814)
O (-3.221, 4.246, -1.512)
O (-3.204, 3.651, -5.151)
H (-4.665, 4.287, -3.861)
H (-4.069, 2.553, -3.389)
H (-2.330, 4.792, -3.312)
H (-1.951, 3.346, -2.588)
H (-2.592, 4.289, -0.986)
H (-3.326, 4.532, -5.555)
C (3.922, -0.305, -3.913)
C (3.895, -1.715, -4.527)
O (4.308, -2.676, -3.530)
O (3.254, 0.673, -4.796)
H (4.906, 0.224, -4.028)
H (3.413, -0.389, -2.865)
H (4.694, -1.750, -5.268)
H (2.973, -2.026, -4.850)
H (3.629, -2.884, -2.883)
H (3.836, 0.526, -5.666)
C (-4.054, -1.262, -1.487)
C (-3.420, -2.354, -2.231)
O (-4.096, -3.570, -1.839)
O (-3.604, 0.008, -2.097)
H (-3.822, -1.265, -0.296)
H (-5.047, -1.190, -1.612)
H (-2.256, -2.270, -2.207)
H (-3.498, -2.343, -3.272)
H (-4.151, -3.637, -1.019)
H (-3.656, 0.032, -2.942)
C (-0.642, 0.758, -4.553)
C (-1.889, 0.088, -5.043)
O (-3.111, 0.730, -4.695)
O (0.423, 0.059, -5.044)
H (-0.655, 0.596, -3.506)
H (-0.693, 1.863, -4.728)
H (-2.066, -0.913, -4.623)
H (-1.595, 0.050, -6.144)
H (-3.369, 1.621, -4.973)
H (1.269, 0.515, -5.003)
C (3.449, -3.564, 0.141)
C (2.062, -3.815, -0.493)
O (2.263, -3.603, -1.859)
O (3.494, -3.813, 1.526)
H (3.706, -2.656, -0.043)
H (4.068, -4.351, -0.302)
H (1.508, -3.007, -0.225)
H (1.855, -4.921, -0.274)
H (1.598, -4.219, -2.193)
H (4.313, -3.313, 1.729)
C (0.260, 4.073, 0.032)
C (0.391, 5.427, 0.657)
O (1.703, 5.897, 0.618)
O (-1.079, 3.489, 0.213)
H (1.031, 3.523, 0.481)
H (0.409, 4.110, -0.998)
H (0.097, 5.318, 1.629)
H (-0.349, 6.077, 0.137)
H (2.242, 5.294, 1.318)
H (-1.284, 2.954, -0.382)
C (-2.440, 0.799, 5.034)
C (-2.972, -0.107, 6.096)
O (-2.220, -0.062, 7.350)
O (-3.127, 0.547, 3.854)
H (-1.376, 0.766, 4.994)
H (-2.600, 1.909, 5.277)
H (-2.968, -1.176, 5.753)
H (-4.012, 0.195, 6.240)
H (-1.326, -0.397, 7.211)
H (-2.814, 1.192, 3.274)
C (1.028, 0.069, -0.556)
C (-0.480, -0.134, -0.510)
C (-0.914, -0.355, 0.946)
O (-1.176, 0.956, -0.951)
H (1.216, 1.114, -0.315)
H (1.339, -0.043, -1.593)
H (1.667, -0.460, -0.016)
H (-0.626, -0.903, -1.299)
H (-1.955, -0.642, 0.968)
H (-0.832, 0.631, 1.660)
H (-0.176, -1.110, 1.233)
H (-1.971, 0.579, -1.267)
C (0.582, -4.392, 3.296)
C (0.236, -2.961, 3.713)
C (-1.268, -2.581, 3.625)
O (0.498, -3.018, 5.198)
H (0.276, -4.596, 2.196)
H (0.244, -5.255, 3.943)
H (1.689, -4.443, 3.155)
H (0.939, -2.266, 3.386)
H (-1.421, -1.513, 3.513)
H (-2.010, -3.151, 4.283)
H (-1.311, -2.639, 2.581)
H (0.354, -2.169, 5.586)
C (2.663, 0.667, 2.499)
C (3.058, 0.876, 3.924)
C (4.544, 0.559, 4.041)
O (2.995, 2.267, 4.111)
H (2.531, -0.289, 2.184)
H (3.447, 1.168, 1.844)
H (1.567, 1.225, 2.311)
H (2.430, 0.379, 4.644)
H (4.648, -0.536, 4.241)
H (5.086, 0.800, 4.919)
H (5.342, 0.746, 3.298)
H (2.752, 2.278, 5.131)

Summary:
DFT total energy: -59712.72384 eV
F_max: 13.3 eV/A
Spin multiplicity: 1
Net charge: 0



Going through the records in order, we get highest occupied orbital energy values of -0.49104; -0.52568; -0.33192; -0.35614 hartree.
Going through the records in order, we get gap between HOMO and LUMO values of 6.0; 5.3; 9.1; 9.8 eV.
Going through the records in order, we get E_LUMO values of -7.319; -9.013; 0.066; 0.126 eV.